A gas-phase ion, C5H10N (charge +1) at a distorted geometry. Source: the OMol25 dataset; level of theory: the ωB97M-V functional and the def2-TZVPD basis.

Last column: Löwdin charge in e.
Atoms and positions in Å:
C 1.13 0.92 0.77  -0.0545
C 0.99 1.07 -0.73  -0.0481
C -2.58 0.25 -0.13  0.0613
C -1.32 -0.22 0.21  -0.0319
C 0.36 -0.08 -0.02  -0.3888
N 0.93 -1.44 -0.15  0.2447
H 2.08 0.63 1.17  0.1158
H 0.58 1.59 1.41  0.1218
H 0.33 1.83 -1.11  0.1197
H 1.87 0.91 -1.34  0.1150
H -2.74 1.04 -0.84  0.0568
H -3.43 -0.19 0.35  0.0617
H -1.37 -1.01 0.96  0.0713
H 0.46 -1.96 -0.92  0.1876
H 0.78 -1.96 0.72  0.1832
H 1.93 -1.38 -0.35  0.1845

The energy above the lowest of the compared OMol25 structures with the same formula, charge and spin is 2.1401 eV. Its total charge is +1. The HOMO energy is -14.0265 eV. Its HOMO-LUMO gap is 10.35 eV. The calculation puts the molar mass at 84.14 g mol⁻¹. The value obtained for the LUMO energy is -3.68 eV. Its SMILES is C=CC1([NH3+])CC1. For the maximum force, the calculation gives 4.6 eV Å⁻¹.


A molecular structure, C5H10N at a distorted geometry. Source: the OMol25 dataset; level of theory: the ωB97M-V functional and the def2-TZVPD basis.

Last column: Löwdin charge in e.
Atoms and positions in Å:
C -0.03 -1.66 0.22  -0.0341
C -1.31 -1.39 0.32  0.2058
C 0.62 -0.34 0.01  -0.3265
C 1.72 0.04 1.03  -0.0228
C -1.23 0.74 -1.20  -0.0375
N -0.71 0.34 0.12  -0.0471
H 0.49 -2.60 0.23  0.1288
H -2.40 -1.52 0.60  0.1527
H 1.11 -0.31 -0.94  0.1452
H 1.51 -0.20 2.13  0.1151
H 1.98 1.11 0.94  0.0893
H 2.67 -0.46 0.68  0.1082
H -1.58 -0.18 -1.69  0.0956
H -2.06 1.60 -1.06  0.1603
H -0.36 1.10 -1.73  0.0870
H -0.90 1.11 0.77  0.1798

The energy above the lowest of the compared OMol25 structures with the same formula, charge and spin is 2.9476 eV. Its total charge is +1. The HOMO energy is -15.4617 eV. Its HOMO-LUMO gap is 11.51 eV. The calculation puts the molar mass at 84.14 g mol⁻¹. The value obtained for the LUMO energy is -3.96 eV. For the maximum force, the calculation gives 3.7 eV Å⁻¹.


A gas-phase ion, C5H10N (charge +1) at a distorted geometry. Source: the OMol25 dataset; level of theory: the ωB97M-V functional and the def2-TZVPD basis.

Last column: Löwdin charge in e.
Atoms and positions in Å:
C 0.47 0.73 -0.14  -0.1366
C -0.95 1.08 0.04  -0.1070
C 1.16 -0.35 0.02  -0.1874
C 2.58 -0.33 -0.20  -0.1098
C -2.34 -1.04 0.53  0.1945
N -2.08 0.06 -0.09  0.0652
H -2.82 0.45 -0.73  0.1936
H 1.15 1.57 -0.52  0.1526
H -1.05 1.47 1.05  0.1382
H -1.18 1.90 -0.72  0.1551
H 2.82 -0.80 -1.06  0.0548
H 3.19 -0.82 0.55  0.0966
H 3.04 0.67 -0.20  0.1014
H 0.85 -1.45 0.18  0.1438
H -1.51 -1.64 0.86  0.1094
H -3.34 -1.49 0.42  0.1357

The energy above the lowest of the compared OMol25 structures with the same formula, charge and spin is 2.1833 eV. Its total charge is +1. The HOMO energy is -13.6469 eV. Its HOMO-LUMO gap is 8.14 eV. The calculation puts the molar mass at 84.14 g mol⁻¹. The value obtained for the LUMO energy is -5.51 eV. Its SMILES is C=[NH+]C/C=C/C. For the maximum force, the calculation gives 3.8 eV Å⁻¹.


A gas-phase ion, C5H10N (charge +1) at a distorted geometry. Source: the OMol25 dataset; level of theory: the ωB97M-V functional and the def2-TZVPD basis.

Last column: Löwdin charge in e.
Atoms and positions in Å:
C -1.00 -0.43 -1.68  -0.0810
C -0.91 -0.78 -0.18  -0.1572
C -0.10 0.20 0.80  -0.2497
C -0.73 1.00 1.71  0.1418
C 2.25 0.03 -0.13  0.2172
N 1.29 0.52 0.61  0.0611
H -1.30 0.61 -1.81  0.0865
H -1.77 -1.05 -2.20  0.1016
H -0.12 -0.59 -2.21  0.0295
H -0.41 -1.80 -0.06  0.1326
H -1.89 -0.81 0.30  0.1020
H -1.72 0.60 1.98  0.0927
H -0.49 1.92 2.23  0.0955
H 3.28 0.14 0.20  0.1201
H 2.01 -0.41 -1.12  0.1199
H 1.61 0.85 1.56  0.1874

The energy above the lowest of the compared OMol25 structures with the same formula, charge and spin is 1.8438 eV. Its total charge is +1. The HOMO energy is -14.4846 eV. Its HOMO-LUMO gap is 8.73 eV. The calculation puts the molar mass at 84.14 g mol⁻¹. The value obtained for the LUMO energy is -5.75 eV. Its SMILES is C=[NH+]C(=C)CC. For the maximum force, the calculation gives 3.4 eV Å⁻¹.


A single C5H10N2 molecule at a distorted geometry. Source: the OMol25 dataset; level of theory: the ωB97M-V functional and the def2-TZVPD basis.

Last column: Löwdin charge in e.
Atoms and positions in Å:
C -0.70 0.44 1.25  -0.1615
C 0.84 0.22 1.18  -0.1640
C 0.87 -0.76 0.11  -0.3053
C 0.53 -0.05 -1.14  -0.3605
C -0.90 -0.10 -1.25  -0.2179
H -0.96 1.43 1.76  0.1270
H -1.11 -0.45 1.85  0.1218
H 1.16 -0.21 2.11  0.0985
H 1.32 1.10 0.90  0.0943
H 0.31 -1.73 0.36  0.1656
H 2.34 -0.63 -1.43  0.0820
H 0.91 0.96 -1.07  0.1495
H -1.38 -1.16 -1.09  0.1582
H -1.29 0.40 -2.14  0.1119
H -2.19 0.84 -0.09  0.0577
N 1.49 -1.06 -1.18  0.1007
N -1.24 0.77 -0.15  -0.0580

The energy above the lowest of the compared OMol25 structures with the same formula, charge and spin is 3.6662 eV. Its total charge is 0. The HOMO energy is -8.8170 eV. Its HOMO-LUMO gap is 10.04 eV. The calculation puts the molar mass at 98.15 g mol⁻¹. The value obtained for the LUMO energy is 1.22 eV. Its SMILES is C1C[C@@H]2N[C@H]2CN1. For the maximum force, the calculation gives 3.2 eV Å⁻¹.


A molecular structure, C5H10N2 at a distorted geometry. Source: the OMol25 dataset; level of theory: the ωB97M-V functional and the def2-TZVPD basis.

Last column: Löwdin charge in e.
Atoms and positions in Å:
C -1.06 -0.06 0.27  -0.4558
C 0.01 1.00 0.69  -0.3719
C 1.33 0.12 0.58  -0.0613
C 1.13 -0.42 -0.99  -0.0363
C -0.43 0.09 -1.00  -0.1787
H -1.58 -1.47 1.80  0.1355
H -1.68 -1.88 0.03  0.0937
H -1.86 0.68 0.25  0.1492
H 0.10 1.62 1.64  0.1613
H 2.07 0.76 0.91  0.0618
H 1.26 -0.77 1.12  0.0674
H 1.15 -1.47 -1.11  0.0494
H 1.78 -0.24 -1.96  0.1204
H -1.04 0.01 -1.79  0.0960
H 0.45 1.83 -0.79  0.1025
N -1.22 -1.33 0.78  0.0611
N -0.42 1.52 -0.42  0.0056

The energy above the lowest of the compared OMol25 structures with the same formula, charge and spin is 5.0491 eV. Its total charge is 0. The HOMO energy is -8.7061 eV. Its HOMO-LUMO gap is 9.80 eV. The calculation puts the molar mass at 98.15 g mol⁻¹. The value obtained for the LUMO energy is 1.10 eV. For the maximum force, the calculation gives 10.2 eV Å⁻¹.